This record from OMol25 describes the molecule C6H10O. The level of theory is the ωB97M-V functional and the def2-TZVPD basis.

Geometry as XYZ:
```
17
Properties=species:S:1:pos:R:3:lowdin_charge:R:1
C -2.98939 0.14559 0.60448 -0.0895
C -1.84157 0.82582 -0.08672 0.0008
C -0.62443 0.06312 -0.20689 -0.1288
C 0.53372 0.56456 -0.70469 0.0805
C 1.78384 -0.50970 -0.90854 -0.5414
O 2.45575 -0.53591 -2.07124 -0.1782
C 2.67661 -0.34000 0.47573 -0.0738
H -2.57047 -0.59297 1.34620 0.0949
H -3.58156 -0.59206 -0.00037 0.1074
H -3.65991 0.81409 1.14051 0.0731
H -1.92327 1.79595 -0.43019 0.0847
H -0.55224 -0.88796 0.30770 0.1098
H 0.45524 1.47383 -1.31137 0.1207
H 1.16339 -1.48121 -0.71721 0.1426
H 1.97196 -0.33211 1.35110 0.0516
H 3.58368 -1.06790 0.71577 0.1028
H 3.11865 0.65687 0.49575 0.0429
```

For the gap between HOMO and LUMO, the calculation gives 0.193 Ha. Its spin multiplicity is 1. The total energy is -309.64708 Ha.



This record from OMol25 describes the molecule C6H10O. The level of theory is the ωB97M-V functional and the def2-TZVPD basis.

Geometry as XYZ:
```
17
Properties=species:S:1:pos:R:3:lowdin_charge:R:1
C -1.04467 -0.21232 -3.06166 -0.1019
C -0.26736 -0.63959 -1.83053 -0.1646
C -0.23660 0.05848 -0.70452 -0.1425
C 0.51617 -0.35316 0.49867 -0.0810
C 0.28577 0.18350 1.70720 -0.4054
C 1.26561 0.28988 2.82105 -0.0267
O -0.90211 0.77570 2.00357 0.0391
H -0.36185 0.13584 -3.83341 0.0682
H -1.67889 -1.04911 -3.33950 0.0671
H -1.70112 0.62349 -2.82020 0.0670
H 0.24021 -1.59434 -1.86377 0.1016
H -0.66272 1.05445 -0.60599 0.1134
H 1.50902 -0.77809 0.37356 0.1125
H 1.65000 -0.67059 3.14379 0.0827
H 0.78946 0.80185 3.65359 0.0812
H 2.13983 0.87313 2.52995 0.0852
H -1.54074 0.50088 1.32820 0.1042
```

For the gap between HOMO and LUMO, the calculation gives 0.327 Ha. Its spin multiplicity is 1. The total energy is -309.81228 Ha. The structure (SMILES) is C/C=C/C=C(/C)O.



This record from OMol25 describes the molecule C6H10O. The level of theory is the ωB97M-V functional and the def2-TZVPD basis.

Geometry as XYZ:
```
17
Properties=species:S:1:pos:R:3:lowdin_charge:R:1
O 1.03383 -1.31644 1.82387 0.0407
C 1.73054 -1.19092 0.84304 -0.2641
C 1.63772 -0.05139 -0.14769 -0.1610
C 0.53179 0.95578 0.18666 -0.1717
C -0.76635 0.73238 -0.57427 -0.3013
C -1.39095 -0.63112 -0.66128 -0.1281
C -2.05159 0.44402 0.15452 -0.1185
H 2.52034 -1.94101 0.62317 0.1198
H 2.63148 0.42230 -0.16983 0.1169
H 1.50040 -0.49717 -1.14578 0.1250
H 0.88532 1.97225 -0.01970 0.1108
H 0.33685 0.90064 1.26373 0.1091
H -0.86478 1.33936 -1.47358 0.1311
H -1.85149 -0.91938 -1.60059 0.0968
H -0.91931 -1.45361 -0.12949 0.0946
H -2.97443 0.89187 -0.20847 0.0963
H -1.98937 0.34243 1.23569 0.1037
```

For the gap between HOMO and LUMO, the calculation gives 0.402 Ha. Its spin multiplicity is 1. The total energy is -309.81312 Ha. The structure (SMILES) is O=CCCC1CC1.



This record from OMol25 describes a structure of composition C6H10O. The level of theory is the ωB97M-V functional and the def2-TZVPD basis.

Geometry as XYZ:
```
17
Properties=species:S:1:pos:R:3:lowdin_charge:R:1
C 2.06223 0.51174 0.08950 -0.0058
C 0.63358 -0.00532 -0.03456 -0.4652
C -0.13288 -1.32903 0.55419 -0.0060
C -0.92986 -0.97830 -0.69857 -0.2888
C -1.67254 0.30447 -0.30335 -0.1231
C -0.45145 1.04548 0.28979 -0.1234
O 0.27952 -0.45545 -1.34884 -0.0547
H 2.14711 1.52282 -0.34387 0.0854
H 2.78918 -0.11889 -0.43004 0.0811
H 2.34560 0.59860 1.14200 0.0826
H -0.68393 -1.25373 1.50836 0.1107
H 0.33745 -2.32016 0.49574 0.1106
H -1.41962 -1.71475 -1.33326 0.1441
H -2.47660 0.15557 0.42476 0.1117
H -2.07735 0.79172 -1.19149 0.1099
H -0.27112 2.01609 -0.18335 0.1153
H -0.49802 1.18962 1.37276 0.1158
```

For the gap between HOMO and LUMO, the calculation gives 0.389 Ha. Its spin multiplicity is 1. The total energy is -309.80708 Ha.



Among the records above, which one has the lowest gap between HOMO and LUMO?
number 1